No. 1
Formula: CH3BCl2O2
Source: the Open Molecules 2025 dataset
Level of theory: ωB97M-V/def2-TZVPD

Computed properties:
Energy relative to the best compared isomer or geometry (same formula, charge and spin): 10.7 kcal/mol
SMILES: OB(O)C(Cl)Cl
Orbital gap: 10.622 eV

CARTESIAN COORDINATES (ANGSTROEM)
1 O -0.57050 0.06672 1.38352
2 B -0.44173 -0.04586 0.06305
3 O -1.45089 0.20931 -0.89825
4 C 1.05675 -0.17855 -0.45370
5 Cl 1.80977 1.50225 -0.69022
6 Cl 2.13755 -1.04417 0.67817
7 H -1.35123 -0.03038 1.88965
8 H -2.42918 0.26836 -0.53521
9 H 1.23946 -0.74769 -1.43700


No. 2
Formula: CH3Br2OP
Source: the Open Molecules 2025 dataset
Level of theory: ωB97M-V/def2-TZVPD

Computed properties:
Energy relative to the best compared isomer or geometry (same formula, charge and spin): 40.3 kcal/mol
SMILES: CP(=O)(Br)Br
Orbital gap: 9.563 eV

CARTESIAN COORDINATES (ANGSTROEM)
1 C 1.00773 0.04439 -0.07041
2 P -0.82003 -0.01137 -0.16165
3 O -1.59490 0.68380 -1.58679
4 Br -1.39356 1.08439 1.69108
5 Br -1.24790 -2.15241 0.21588
6 H 1.34318 0.37325 -1.13282
7 H 1.22151 0.78733 0.71182
8 H 1.48397 -0.80938 0.33288